[1]
Below is a cluster of 2 separate species, C3H10N2 in total in a non-equilibrium geometry, with properties calculated with ωB97M-V/def2-TZVPD.

Atoms and positions in Å:
C -3.22 -0.32 0.52
C -2.77 0.05 -0.68
N -2.72 -0.76 -1.80
H -3.46 -1.33 0.80
H -3.29 0.41 1.31
H -2.28 1.00 -0.87
H -3.13 -1.67 -1.69
H -2.28 -0.50 -2.65
C 2.92 0.45 0.32
N 4.06 0.67 1.17
H 3.24 0.04 -0.64
H 2.43 1.38 0.06
H 2.16 -0.22 0.73
H 3.81 0.98 2.10
H 4.53 -0.19 1.33

LUMO level in hartree: 0.03515
Kohn-Sham gap in Ha: 0.331
Net charge: 0


[2]
Below is a cluster of 19 separate species, H38O19 in total in a non-equilibrium geometry, with properties calculated with ωB97M-V/def2-TZVPD.

Atoms and positions in Å:
O 0.16 2.17 -4.45
H 0.79 2.30 -3.71
H 0.05 1.29 -4.90
O -2.26 2.56 -2.29
H -1.50 2.15 -2.80
H -1.83 3.44 -2.39
O 2.65 -2.66 0.32
H 2.75 -2.27 -0.60
H 2.19 -3.46 0.00
O 0.02 0.97 4.35
H 0.94 1.20 4.38
H -0.21 0.69 5.25
O -1.91 -2.87 1.12
H -2.78 -2.51 1.42
H -1.37 -2.27 1.67
O 0.56 -1.11 -3.80
H -0.09 -1.24 -3.14
H 1.28 -0.56 -3.54
O 1.51 -2.41 3.00
H 1.67 -2.88 2.18
H 0.53 -2.29 3.07
O -4.94 -1.26 1.08
H -4.94 -1.35 0.09
H -4.00 -1.16 1.25
O -1.65 0.53 0.13
H -0.89 0.98 0.52
H -2.24 1.28 -0.12
O -0.87 -1.72 3.44
H -1.03 -0.79 3.40
H -1.60 -2.11 3.95
O 0.73 4.80 -0.61
H 0.86 4.88 0.34
H 0.74 3.82 -0.60
O 0.19 0.27 -1.77
H -0.56 0.35 -1.11
H 0.77 -0.22 -1.09
O -2.39 2.02 1.87
H -2.09 1.43 2.57
H -2.78 2.80 2.27
O 3.24 0.58 3.63
H 3.29 1.23 2.94
H 2.76 -0.18 3.30
O 3.58 -0.46 -1.46
H 4.44 -0.84 -1.12
H 3.80 -0.43 -2.39
O 2.75 2.62 -2.46
H 3.25 2.89 -1.66
H 3.17 1.75 -2.65
O -3.93 -0.92 -2.44
H -3.61 -0.81 -3.36
H -3.09 -1.16 -1.96
O 1.29 -0.32 1.01
H 1.82 -0.96 0.54
H 1.25 -0.50 1.94
O 0.16 -2.43 -1.75
H 0.06 -2.83 -0.86
H -0.67 -2.03 -2.00

LUMO level in hartree: -0.01724
Kohn-Sham gap in Ha: 0.363
Net charge: 0


[3]
Below is a structure of composition C41H49BO2P2Pb in a non-equilibrium geometry, with properties calculated with ωB97M-V/def2-TZVPD.

Atoms and positions in Å:
Pb 1.29 -3.09 -2.45
C 1.89 -2.18 -4.45
C 0.86 -1.25 -4.15
C -0.49 -1.25 -4.79
C -1.18 -2.63 -4.70
C -0.70 -3.52 -3.58
C 0.10 -4.67 -3.76
C 1.26 -4.74 -4.74
C 1.74 -3.40 -5.36
C -0.55 0.63 2.72
H 2.93 -1.84 -4.25
H 1.13 -0.31 -3.65
H -0.40 -0.95 -5.85
H -1.18 -0.53 -4.31
H -2.27 -2.48 -4.56
H -1.08 -3.14 -5.66
H -1.25 -3.36 -2.64
H -0.15 -5.61 -3.23
H 1.02 -5.46 -5.53
H 2.13 -5.16 -4.20
H 2.75 -3.60 -5.78
H 1.09 -3.19 -6.22
H -0.92 -0.04 3.52
H -0.01 0.03 1.94
H -1.43 1.09 2.26
P 0.22 1.31 -0.59
P -1.58 -1.44 1.14
C -0.85 0.02 -1.24
C -1.55 -0.96 -0.60
C -0.42 2.80 -1.38
C -0.90 2.86 -2.70
C -1.31 4.09 -3.20
C -1.24 5.25 -2.41
C -0.76 5.17 -1.09
C -0.36 3.94 -0.57
C 1.86 1.21 -1.41
C 2.60 0.06 -1.03
C 3.92 -0.11 -1.44
C 4.61 1.00 -1.95
C 3.90 2.16 -2.29
C 2.54 2.27 -2.02
C -3.34 -1.82 1.47
C -4.23 -0.74 1.36
C -5.57 -0.92 1.73
C -6.01 -2.18 2.14
C -5.14 -3.28 2.15
C -3.80 -3.10 1.81
C -0.75 -3.09 1.26
C 0.12 -3.33 2.35
C 0.87 -4.51 2.38
C 0.82 -5.40 1.31
C -0.07 -5.19 0.26
C -0.89 -4.06 0.25
H -1.09 0.16 -2.30
H -2.34 -1.49 -1.16
H -0.94 1.97 -3.32
H -1.70 4.16 -4.22
H -1.53 6.22 -2.81
H -0.69 6.06 -0.46
H 0.01 3.82 0.45
H 2.12 -0.66 -0.34
H 4.44 -1.06 -1.31
H 5.69 0.95 -2.11
H 4.43 2.98 -2.79
H 2.05 3.22 -2.23
H -3.86 0.23 1.02
H -6.25 -0.07 1.69
H -7.05 -2.32 2.43
H -5.48 -4.27 2.42
H -3.09 -3.94 1.82
H 0.19 -2.59 3.15
H 1.52 -4.71 3.23
H 1.47 -6.27 1.30
H -0.12 -5.90 -0.57
H -1.62 -3.93 -0.56
C 2.22 3.04 5.95
C 1.07 2.93 4.97
C -0.24 3.17 5.75
O 1.05 1.57 4.49
B 0.43 1.71 3.26
O 0.60 2.93 2.63
C 1.18 3.80 3.63
C 0.37 5.09 3.63
C 2.62 4.11 3.25
H 2.22 4.02 6.43
H 3.19 2.88 5.47
H 2.09 2.28 6.73
H -0.36 2.38 6.50
H -0.19 4.14 6.26
H -1.12 3.16 5.10
H 0.72 5.77 4.43
H 0.50 5.61 2.67
H -0.70 4.90 3.78
H 3.24 3.21 3.27
H 2.66 4.54 2.25
H 3.05 4.84 3.95

LUMO level (spin up / spin down) in hartree: -0.25112 / -0.29265
Kohn-Sham gap (spin up / spin down) in Ha: 0.221 / 0.167
Net charge: +2


[4]
Below is a cluster of 2 separate species, C2H5OPS in total in a non-equilibrium geometry, with properties calculated with ωB97M-V/def2-TZVPD.

Atoms and positions in Å:
C 0.20 0.90 -0.52
C 0.34 -0.30 0.28
O -3.08 -1.02 -0.18
P -2.90 0.36 0.20
S 2.03 -1.15 0.04
H 0.57 1.84 -0.15
H 0.10 0.79 -1.59
H -0.32 -1.11 -0.01
H 0.28 -0.12 1.36
H 2.77 -0.18 0.57

LUMO level (spin up / spin down) in hartree: -0.02718 / -0.05212
⟨S²⟩: 2.009
Multiplicity: 3
Kohn-Sham gap (spin up / spin down) in Ha: 0.247 / 0.295
Net charge: 0


[5]
Below is a structure of composition C59H80GeHgN12, with properties calculated with ωB97M-V/def2-TZVPD.

Atoms and positions in Å:
Hg -0.84 -0.15 0.91
C 5.51 0.83 1.01
C 4.57 -0.38 1.02
C 4.37 -0.94 2.40
C 5.33 -1.76 2.96
C 5.18 -2.29 4.24
C 4.02 -2.01 4.94
C 3.03 -1.18 4.42
C 1.76 -0.96 5.20
C 1.93 -0.01 6.39
C 3.23 -0.59 3.14
N 2.26 0.23 2.58
C 1.99 1.37 3.07
C 0.90 2.22 2.72
C 0.69 3.51 3.24
C -0.49 3.98 2.68
C -0.95 2.95 1.85
N -0.12 1.91 1.85
H 5.12 1.61 1.67
H 6.51 0.55 1.35
H 5.59 1.25 0.00
H 4.99 -1.16 0.37
H 3.60 -0.09 0.61
H 6.23 -2.00 2.39
H 5.94 -2.93 4.67
H 3.86 -2.45 5.92
H 1.42 -1.93 5.58
H 0.98 -0.59 4.54
H 2.69 -0.38 7.08
H 0.99 0.10 6.93
H 2.24 0.98 6.05
H 2.65 1.79 3.85
H 1.33 4.01 3.95
H -0.98 4.93 2.86
H -1.86 2.94 1.26
N -1.36 -3.44 4.36
C -2.24 -2.61 5.01
C -1.96 -1.36 4.55
N -0.94 -1.40 3.64
C -0.62 -2.66 3.52
C 0.41 -3.15 2.63
N 0.84 -2.51 1.57
C 1.83 -3.29 1.03
C 1.99 -4.43 1.76
N 1.07 -4.34 2.78
H -1.40 -4.44 4.36
H -2.99 -2.98 5.69
H -2.44 -0.43 4.82
H 2.37 -2.97 0.16
H 2.65 -5.28 1.66
H 0.95 -5.00 3.52
C 0.83 1.38 -3.79
Ge 1.52 0.81 -1.95
C 2.47 2.60 -1.57
C 2.78 3.62 -2.48
C 3.32 4.83 -2.08
C 3.54 5.09 -0.73
C 3.19 4.12 0.20
C 2.66 2.91 -0.22
C 3.03 -0.42 -2.75
C 2.86 -1.72 -2.33
C 3.45 -2.83 -2.97
C 4.22 -2.66 -4.08
C 4.49 -1.35 -4.54
C 5.33 -1.12 -5.66
C 5.67 0.15 -6.04
C 5.20 1.26 -5.29
C 4.37 1.06 -4.23
C 3.95 -0.23 -3.83
H 1.62 1.49 -4.54
H 0.30 2.34 -3.71
H 0.12 0.64 -4.16
H 2.58 3.47 -3.54
H 3.57 5.59 -2.82
H 3.96 6.03 -0.41
H 3.30 4.32 1.27
H 2.36 2.17 0.52
H 2.20 -1.90 -1.49
H 3.27 -3.84 -2.59
H 4.64 -3.50 -4.62
H 5.70 -1.97 -6.22
H 6.31 0.31 -6.90
H 5.52 2.26 -5.56
H 4.02 1.90 -3.65
C -2.04 -3.48 0.29
C -3.53 -3.13 0.40
C -4.03 -2.31 -0.80
C -3.96 -2.45 1.69
C -4.76 -3.21 2.53
C -5.50 -2.67 3.58
C -5.52 -1.28 3.67
C -4.75 -0.46 2.88
C -4.93 1.04 3.07
C -5.11 1.82 1.76
C -3.78 1.65 3.89
C -3.75 -1.02 1.94
N -2.89 -0.18 1.42
H -1.82 -3.99 -0.65
H -1.75 -4.15 1.11
H -1.42 -2.59 0.35
H -4.06 -4.09 0.37
H -3.59 -1.31 -0.76
H -5.11 -2.21 -0.74
H -3.78 -2.80 -1.75
H -4.85 -4.28 2.32
H -6.09 -3.30 4.24
H -6.19 -0.82 4.40
H -5.85 1.17 3.65
H -4.18 1.77 1.19
H -5.37 2.87 1.97
H -5.91 1.38 1.15
H -2.83 1.40 3.42
H -3.79 1.26 4.91
H -3.86 2.74 3.94
C -2.35 -1.43 -4.69
C -1.21 -2.29 -4.16
C -0.13 -2.43 -5.23
C -1.75 -3.68 -3.78
N -0.56 -1.62 -3.03
N -1.37 -1.16 -1.96
H -2.75 -1.85 -5.62
H -1.98 -0.42 -4.90
H -3.17 -1.35 -3.97
H -0.52 -2.93 -6.12
H 0.71 -3.01 -4.85
H 0.25 -1.45 -5.50
H -2.23 -4.17 -4.64
H -2.49 -3.61 -2.98
H -0.93 -4.32 -3.44
H 0.16 -2.21 -2.64
H -2.23 -1.70 -1.87
H -1.59 -0.18 -2.09
C -3.44 2.89 -3.94
N -3.48 2.67 -2.50
C -4.03 1.37 -2.15
C -2.28 3.01 -1.83
N -1.61 2.11 -1.23
N -1.96 4.36 -1.93
C -0.69 4.80 -1.37
C -3.00 5.37 -1.88
H -2.77 2.17 -4.44
H -3.10 3.89 -4.17
H -4.45 2.76 -4.34
H -3.62 0.56 -2.77
H -5.12 1.40 -2.31
H -3.82 1.14 -1.11
H -0.82 2.46 -0.68
H 0.10 4.11 -1.64
H -0.73 4.88 -0.27
H -0.45 5.78 -1.79
H -3.95 4.92 -2.14
H -2.77 6.18 -2.58
H -3.08 5.80 -0.87

LUMO level in hartree: 0.13905
Kohn-Sham gap in Ha: 0.167
Net charge: -2


Relative energy (zero: lowest compared OMol25 entry of this formula, charge and spin)
In order: 1.160, 4.922, 0.000, 0.000, 1.667
Unit: eV